[1]
This record from OMol25 describes a 8-piece molecular cluster, C17H51N16O9P2 overall at a distorted geometry. The level of theory is the ωB97M-V functional and the def2-TZVPD basis.

Last column: Löwdin charge in e.
Cartesian coordinates (Å):
C  0.15  -6.42  -1.86  -0.083
C  -1.06  -5.75  -2.53  -0.304
N  -2.04  -5.08  -1.64  -0.190
P  -1.46  -3.90  -0.63  0.849
N  -2.83  -3.04  -0.05  -0.097
C  -3.19  -3.39  1.30  -0.495
C  -4.47  -2.80  1.84  0.029
O  -2.49  -4.09  1.98  0.081
C  -4.01  -3.11  -0.94  -0.510
C  -4.26  -1.95  -1.85  0.025
O  -4.75  -4.05  -0.86  0.145
P  0.02  -2.70  -1.66  0.914
C  -0.62  -0.98  -1.74  -0.408
C  0.03  -0.01  -0.73  -0.123
C  1.45  -2.78  -0.51  -0.450
C  2.77  -2.57  -1.24  -0.153
H  1.07  -6.11  -2.34  0.072
H  0.08  -7.49  -1.98  0.073
H  0.21  -6.23  -0.79  0.053
H  -0.74  -5.05  -3.30  0.070
H  -1.63  -6.51  -3.05  0.111
H  -2.58  -5.77  -1.12  0.114
H  -0.82  -4.49  0.46  0.046
H  -4.80  -1.92  1.28  0.085
H  -4.27  -2.57  2.87  0.099
H  -5.22  -3.58  1.80  0.104
H  -4.60  -1.12  -1.23  0.099
H  -5.07  -2.23  -2.50  0.096
H  -3.38  -1.68  -2.42  0.072
H  -1.70  -0.97  -1.58  0.029
H  -0.47  -0.61  -2.75  0.047
H  0.33  -0.48  0.19  0.053
H  -0.68  0.76  -0.46  0.044
H  0.88  0.49  -1.20  0.086
H  1.33  -2.12  0.34  0.061
H  1.45  -3.79  -0.10  0.062
H  3.01  -1.52  -1.39  0.066
H  2.82  -3.13  -2.16  0.060
H  3.54  -2.95  -0.58  0.065
C  0.50  -1.40  -5.39  -0.693
O  1.06  -0.60  -4.67  0.014
N  -0.58  -1.06  -6.16  0.153
N  0.89  -2.71  -5.47  0.151
H  -1.05  -1.70  -6.77  0.093
H  -0.88  -0.10  -6.14  0.104
H  1.67  -2.98  -4.91  0.094
H  0.43  -3.40  -6.03  0.092
C  4.58  -0.02  1.34  -0.663
O  4.39  -0.96  0.58  0.009
N  5.70  0.74  1.31  0.170
N  3.63  0.34  2.26  0.154
H  5.85  1.53  1.91  0.102
H  6.40  0.51  0.63  0.108
H  2.78  -0.19  2.28  0.092
H  3.72  1.13  2.88  0.108
C  2.06  3.92  1.33  -0.671
O  3.23  4.13  1.04  0.002
N  1.51  2.67  1.30  0.168
N  1.21  4.92  1.70  0.174
H  0.56  2.47  1.53  0.045
H  2.12  1.92  1.02  0.071
H  1.59  5.86  1.75  0.082
H  0.25  4.77  1.94  0.059
C  3.81  7.97  1.20  -0.679
O  2.99  7.78  2.09  0.007
N  4.77  7.06  0.89  0.160
N  3.82  9.12  0.46  0.146
H  5.44  7.19  0.16  0.094
H  4.77  6.19  1.40  0.089
H  3.12  9.81  0.68  0.100
H  4.48  9.30  -0.27  0.091
C  -2.13  2.73  1.99  -0.656
O  -1.34  1.94  1.46  -0.022
N  -3.08  2.30  2.88  0.164
N  -2.11  4.05  1.73  0.174
H  -3.72  2.92  3.33  0.100
H  -3.10  1.32  3.10  0.099
H  -1.43  4.39  1.08  0.094
H  -2.76  4.70  2.13  0.111
C  2.08  -1.90  5.17  -0.689
O  1.41  -0.94  4.81  0.009
N  3.39  -2.02  4.82  0.155
N  1.57  -2.91  5.93  0.149
H  3.97  -2.80  5.07  0.095
H  3.78  -1.28  4.26  0.076
H  0.60  -2.83  6.21  0.101
H  2.10  -3.69  6.24  0.093
C  -4.25  4.25  -1.30  -0.675
O  -3.64  4.99  -0.55  0.022
N  -5.29  4.69  -2.07  0.154
N  -3.94  2.92  -1.42  0.153
H  -5.81  4.10  -2.69  0.092
H  -5.54  5.66  -2.00  0.106
H  -3.17  2.58  -0.87  0.086
H  -4.42  2.30  -2.03  0.084

HOMO level = -10.8 eV
HOMO-LUMO gap = 8.31 eV
Electronic energy = -79305.181 eV
Total charge = +1

[2]
This record from OMol25 describes a 9-piece molecular cluster, C17H52N2O17 overall at a distorted geometry. The level of theory is the ωB97M-V functional and the def2-TZVPD basis.

Last column: Löwdin charge in e.
Cartesian coordinates (Å):
C  -1.16  -2.39  -3.38  -0.249
C  -1.79  -2.02  -2.11  -0.222
O  -1.49  -3.02  -1.11  -0.082
O  -1.32  -3.77  -3.65  -0.058
H  -0.07  -2.21  -3.29  0.108
H  -1.68  -1.85  -4.20  0.142
H  -2.89  -1.85  -2.18  0.129
H  -1.37  -1.13  -1.66  0.091
H  -2.03  -2.79  -0.37  0.035
H  -1.48  -4.24  -2.81  0.081
C  0.84  1.81  5.52  -0.153
C  2.11  2.13  4.69  -0.220
O  3.11  1.10  4.58  -0.085
O  -0.19  1.23  4.66  -0.102
H  0.43  2.77  5.84  0.110
H  1.13  1.23  6.39  0.125
H  2.63  2.91  5.23  0.118
H  1.94  2.43  3.69  0.080
H  2.92  0.51  3.83  0.034
H  0.29  1.11  3.81  0.091
C  -3.86  -0.61  0.08  -0.225
C  -5.06  -0.31  0.96  -0.228
O  -4.60  -0.46  2.30  -0.094
O  -3.38  -1.91  0.41  -0.082
H  -3.07  0.15  0.14  0.090
H  -4.05  -0.69  -1.01  0.115
H  -5.80  -1.07  0.77  0.120
H  -5.45  0.68  0.71  0.124
H  -4.37  0.49  2.59  0.075
H  -3.64  -2.14  1.31  0.101
C  -1.21  3.10  -1.92  -0.214
C  -1.57  1.76  -1.52  -0.269
O  -0.66  1.15  -0.62  -0.108
O  0.09  3.15  -2.56  -0.064
H  -1.27  3.78  -1.11  0.113
H  -1.92  3.38  -2.71  0.133
H  -1.72  1.04  -2.41  0.153
H  -2.49  1.79  -0.92  0.099
H  -0.01  0.69  -1.20  0.036
H  0.78  3.73  -2.22  0.092
C  2.21  -4.59  -1.74  -0.207
C  1.68  -5.96  -2.34  -0.241
O  1.26  -6.81  -1.32  -0.045
O  1.26  -4.07  -0.83  -0.108
H  2.41  -3.86  -2.53  0.105
H  3.12  -4.75  -1.10  0.125
H  2.54  -6.41  -2.90  0.131
H  0.95  -5.67  -3.07  0.097
H  0.50  -6.44  -0.87  0.085
H  0.52  -3.61  -1.22  0.035
C  2.75  2.74  1.13  -0.166
C  3.26  1.93  -0.08  -0.199
O  2.89  2.43  -1.36  -0.072
O  1.37  3.14  0.81  -0.069
H  3.31  3.60  1.43  0.117
H  2.79  2.11  2.00  0.057
H  2.88  0.99  -0.02  0.062
H  4.38  1.94  0.05  0.146
H  1.93  2.30  -1.35  0.047
H  0.71  2.49  0.73  0.016
C  2.53  0.10  -4.43  -0.216
C  1.07  0.36  -3.98  -0.206
O  0.99  0.09  -2.57  -0.089
O  3.33  1.26  -4.21  -0.057
H  2.63  -0.08  -5.55  0.139
H  2.79  -0.85  -3.96  0.105
H  0.39  -0.22  -4.59  0.097
H  0.77  1.42  -4.17  0.130
H  1.36  -0.76  -2.45  0.058
H  3.15  1.76  -3.42  0.049
C  -2.07  3.55  3.10  -0.167
C  -2.61  2.47  2.09  -0.168
O  -3.95  2.18  2.63  -0.095
O  -2.23  3.05  4.50  -0.124
H  -2.67  4.50  3.08  0.133
H  -0.99  3.66  2.94  0.105
H  -1.90  1.62  2.11  0.118
H  -2.78  2.86  1.08  0.106
H  -3.71  2.24  3.56  0.060
H  -1.44  2.42  4.49  0.044
C  2.11  -1.17  1.51  -0.583
O  2.31  -0.15  2.21  -0.016
N  1.02  -1.31  0.68  0.207
N  2.93  -2.25  1.45  0.187
H  0.33  -0.63  0.84  0.078
H  0.74  -2.15  0.31  0.040
H  2.79  -2.99  0.76  0.094
H  3.73  -2.14  2.04  0.114

Energy relative to the best compared isomer or geometry (same formula, charge and spin) = 55.4 kJ/mol
HOMO level = -10.2 eV
HOMO-LUMO gap = 10.51 eV
Electronic energy = -56256.500 eV
Structure (SMILES) = NC(N)=O.OCCO.OCCO.OCCO.OCCO.OCCO.OCCO.OCCO.OCCO

[3]
This record from OMol25 describes a 9-piece molecular cluster, C17H52O9 overall at a distorted geometry. The level of theory is the ωB97M-V functional and the def2-TZVPD basis.

Last column: Löwdin charge in e.
Cartesian coordinates (Å):
C  -3.03  -2.02  2.69  -0.177
O  -3.75  -0.85  3.02  -0.114
H  -2.12  -1.84  2.10  0.043
H  -2.72  -2.55  3.59  0.069
H  -3.64  -2.63  2.01  0.083
H  -3.27  -0.38  3.71  0.048
C  3.45  -0.96  -3.31  -0.079
C  2.32  -0.60  -2.38  -0.307
O  1.20  -1.39  -2.77  -0.100
H  3.20  -0.83  -4.36  0.078
H  3.71  -2.02  -3.19  0.079
H  4.36  -0.39  -3.09  0.074
H  2.03  0.45  -2.48  0.083
H  2.62  -0.80  -1.35  0.111
H  0.50  -1.21  -2.13  0.079
C  -0.48  1.61  -4.93  -0.076
C  -0.99  0.27  -5.41  -0.308
O  -1.00  -0.70  -4.36  -0.105
H  -1.20  2.08  -4.25  0.074
H  -0.42  2.33  -5.76  0.078
H  0.50  1.58  -4.46  0.070
H  -0.38  -0.06  -6.26  0.111
H  -2.01  0.33  -5.81  0.112
H  -0.06  -0.85  -4.14  0.059
C  0.84  -3.41  0.48  -0.078
C  1.28  -3.60  1.91  -0.324
O  0.21  -4.12  2.68  -0.081
H  1.59  -2.85  -0.08  0.065
H  -0.10  -2.87  0.43  0.060
H  0.75  -4.34  -0.09  0.082
H  1.58  -2.61  2.29  0.099
H  2.19  -4.20  2.04  0.112
H  0.41  -4.01  3.61  0.063
C  -0.17  -1.42  4.59  -0.094
C  -0.69  -0.46  5.64  -0.290
O  -2.12  -0.46  5.66  -0.081
H  -0.56  -1.06  3.63  0.056
H  -0.61  -2.41  4.71  0.066
H  0.92  -1.41  4.48  0.075
H  -0.44  0.57  5.39  0.108
H  -0.26  -0.66  6.63  0.113
H  -2.44  -1.28  6.06  0.093
C  -0.92  0.40  0.97  -0.091
C  -1.53  1.33  -0.07  -0.280
O  -0.99  1.09  -1.36  -0.101
H  -0.95  -0.65  0.66  0.046
H  -1.51  0.50  1.89  0.072
H  0.12  0.63  1.21  0.058
H  -1.26  2.36  0.17  0.107
H  -2.60  1.15  -0.10  0.114
H  -1.66  0.78  -1.99  0.031
C  -3.29  -1.58  -1.58  -0.074
C  -4.12  -0.57  -2.34  -0.288
O  -3.33  0.46  -2.93  -0.095
H  -2.52  -2.00  -2.24  0.077
H  -3.87  -2.40  -1.17  0.078
H  -2.74  -1.16  -0.74  0.049
H  -4.78  -0.05  -1.64  0.115
H  -4.76  -1.06  -3.08  0.114
H  -2.83  0.10  -3.67  0.054
C  3.71  3.02  -2.27  -0.076
C  2.91  3.57  -1.09  -0.314
O  1.52  3.67  -1.41  -0.088
H  4.74  2.85  -1.96  0.076
H  3.73  3.77  -3.06  0.077
H  3.27  2.09  -2.62  0.040
H  3.22  4.58  -0.82  0.111
H  3.04  2.97  -0.18  0.097
H  1.13  2.79  -1.42  0.055
C  2.16  1.79  3.30  -0.078
C  1.22  2.89  2.83  -0.312
O  1.99  3.93  2.24  -0.082
H  1.58  0.89  3.52  0.051
H  2.67  2.04  4.23  0.076
H  2.86  1.57  2.49  0.076
H  0.65  3.28  3.67  0.112
H  0.54  2.47  2.08  0.079
H  1.41  4.52  1.75  0.085

Energy relative to the best compared isomer or geometry (same formula, charge and spin) = 164.5 kJ/mol
HOMO level = -10.1 eV
HOMO-LUMO gap = 10.58 eV
Electronic energy = -36897.747 eV
Structure (SMILES) = CCO.CCO.CCO.CCO.CCO.CCO.CCO.CCO.CO